1.
Below is a 4-piece molecular cluster, C18H28ClN5O5P overall in a non-equilibrium geometry, with properties calculated with the ωB97M-V functional and the def2-TZVPD basis.

Values from the calculation:
F_max = 1.4 eV/Å
LUMO = 1.71 eV
Orbital gap = 6.71 eV
M = 460.88 g mol⁻¹
Highest occupied orbital energy = -0.1837 hartree
Total charge = -1

The geometry in XYZ format:
```
58
Properties=species:S:1:pos:R:3:lowdin_charge:R:1
Cl -0.023 0.678 -3.123 -0.58
C 4.443 0.636 -4.890 -0.07
C 5.766 1.017 -5.053 -0.08
C 6.275 2.011 -4.231 -0.03
C 5.468 2.628 -3.291 -0.15
C 4.138 2.253 -3.135 0.00
C 3.619 1.288 -3.970 -0.06
N 6.040 3.600 -2.340 -0.35
O 5.471 3.852 -1.305 0.08
O 7.102 4.110 -2.690 0.04
H 3.931 -0.155 -5.424 0.11
H 6.375 0.532 -5.802 0.10
H 7.300 2.350 -4.255 0.11
H 3.517 2.678 -2.358 0.12
H 2.623 0.897 -3.810 0.02
C -3.792 0.341 -0.530 -0.06
C -5.018 0.075 0.058 -0.08
C -6.011 -0.580 -0.658 -0.01
C -5.735 -0.991 -1.954 -0.15
C -4.515 -0.715 -2.563 0.01
C -3.521 -0.095 -1.823 -0.05
N -6.773 -1.710 -2.693 -0.37
O -6.493 -2.176 -3.777 0.07
O -7.882 -1.769 -2.205 0.06
H -3.020 0.835 0.044 0.09
H -5.152 0.352 1.096 0.10
H -6.983 -0.710 -0.207 0.11
H -4.249 -1.075 -3.546 0.12
H -2.556 0.060 -2.289 0.02
O 0.196 -2.803 3.390 -0.30
P -0.014 -1.469 2.798 0.52
N -1.616 -0.958 2.848 -0.29
C -2.596 -1.925 3.328 -0.12
C -2.054 0.434 2.892 -0.12
N 0.495 -1.345 1.206 -0.30
C 1.557 -2.204 0.721 -0.13
C 0.371 -0.088 0.463 -0.12
N 0.819 -0.241 3.599 -0.31
C 2.272 -0.277 3.546 -0.12
C 0.304 0.453 4.790 -0.11
H -3.500 -1.919 2.704 0.07
H -2.960 -1.612 4.311 0.08
H -2.258 -2.954 3.270 0.07
H -2.117 0.805 3.917 0.07
H -2.999 0.572 2.369 0.06
H -1.295 0.970 2.322 0.07
H 1.554 -3.120 1.315 0.07
H 1.446 -2.483 -0.329 0.09
H 2.543 -1.721 0.780 0.07
H 0.996 0.707 0.878 0.08
H 0.671 -0.247 -0.574 0.01
H -0.682 0.174 0.364 0.05
H 2.675 0.726 3.698 0.08
H 2.675 -0.954 4.308 0.09
H 2.621 -0.617 2.572 0.06
H 1.135 0.571 5.482 0.08
H -0.497 -0.121 5.256 0.08
H -0.090 1.429 4.502 0.07
```

2.
Below is an isolated ion of composition C2H3N4 and charge +1 in a non-equilibrium geometry, with properties calculated with the ωB97M-V functional and the def2-TZVPD basis.

Values from the calculation:
ΔE to the lowest compared entry with this formula, charge and spin = 98.1 kcal/mol
F_max = 2.5 eV/Å
LUMO (spin up / spin down) = -7.63 / -7.98 eV
Orbital gap (spin up / spin down) = 8.23 / 7.48 eV
M = 83.07 g mol⁻¹
Highest occupied orbital energy (spin up / spin down) = -0.5826 / -0.5679 hartree
Total charge = +1

The geometry in XYZ format:
```
9
Properties=species:S:1:pos:R:3:lowdin_charge:R:1
C 2.642 1.780 0.953 0.25
C 1.646 -0.058 0.737 0.09
N 2.606 0.612 1.346 0.02
N 0.729 2.005 0.459 0.23
N 0.408 0.855 0.401 -0.23
N -0.782 0.569 -0.157 0.17
H 1.902 -0.895 0.022 0.18
H -1.502 1.226 -0.501 0.18
H -1.039 -0.355 0.084 0.11
```

3.
Below is C3H9NO2 as an isolated structure in a non-equilibrium geometry, with properties calculated with the ωB97M-V functional and the def2-TZVPD basis.

Values from the calculation:
ΔE to the lowest compared entry with this formula, charge and spin = 93.7 kcal/mol
F_max = 5.0 eV/Å
LUMO = 0.59 eV
Orbital gap = 9.87 eV
M = 91.11 g mol⁻¹
Highest occupied orbital energy = -0.3407 hartree

The geometry in XYZ format:
```
15
Properties=species:S:1:pos:R:3:lowdin_charge:R:1
C 1.187 -0.132 -0.811 -0.33
C 0.133 0.420 0.898 -0.43
C -1.294 0.935 1.049 -0.05
N 0.024 -0.504 -0.446 0.07
O 1.343 0.087 -2.150 0.03
O 0.500 -0.442 1.940 -0.04
H 2.262 0.293 -2.366 0.10
H -0.094 -1.207 1.909 0.10
H 2.153 -0.153 -0.276 0.15
H 0.823 1.268 1.020 0.14
H -0.957 -1.502 -1.881 0.00
H -1.134 -2.229 -2.127 0.03
H -1.502 1.675 0.285 0.08
H -1.447 1.375 2.029 0.08
H -1.998 0.115 0.928 0.08
```

4.
Below is a 5-piece molecular cluster, C22H36BClN2O16P2 overall in a non-equilibrium geometry, with properties calculated with the ωB97M-V functional and the def2-TZVPD basis.

Values from the calculation:
F_max = 2.5 eV/Å
LUMO = 0.17 eV
Orbital gap = 8.04 eV
M = 692.74 g mol⁻¹
SMILES = C=C[C@@]1(P(O)Cl)OC(=O)[C@@H](B(N)O)[C@@H]1[PH2]=N.C[C@@H]1COC(=O)O1.C[C@@H]1COC(=O)O1.C[C@@H]1COC(=O)O1.C[C@@H]1COC(=O)O1
Highest occupied orbital energy = -0.2892 hartree

The geometry in XYZ format:
```
80
Properties=species:S:1:pos:R:3:lowdin_charge:R:1
C 2.548 -3.135 -4.100 -0.03
C 1.775 -2.197 -4.652 -0.14
C 0.537 -1.614 -4.046 -0.56
P 0.740 -0.788 -2.329 0.66
O 1.582 0.527 -2.741 -0.32
Cl 2.045 -1.967 -1.232 0.24
O 0.145 -0.465 -4.851 -0.01
C -1.111 -0.121 -4.394 -0.50
O -1.500 0.996 -4.438 0.16
C -1.804 -1.350 -3.838 -0.13
B -3.298 -1.555 -4.348 -0.62
N -3.981 -0.595 -5.163 0.20
O -3.926 -2.698 -3.960 0.15
C -0.771 -2.448 -4.215 -0.32
P -0.863 -4.130 -3.492 0.76
N -1.940 -4.984 -4.261 -0.27
H 2.240 -3.714 -3.243 0.00
H 3.545 -3.325 -4.477 0.07
H 2.064 -1.862 -5.644 0.12
H 2.312 0.293 -3.337 0.08
H -1.949 -1.287 -2.756 0.14
H -3.509 0.298 -5.236 0.06
H -4.932 -0.409 -4.870 0.09
H -4.774 -2.790 -4.410 0.11
H -0.841 -2.544 -5.299 0.14
H -1.240 -3.938 -2.159 0.04
H 0.403 -4.680 -3.666 0.02
H -1.510 -5.807 -4.665 -0.04
C 1.991 3.010 -0.909 -0.03
C 2.264 4.462 -0.616 -0.32
C 3.028 5.173 -1.709 -0.09
O 3.752 6.173 -0.974 0.06
C 3.933 5.703 0.286 -0.57
O 4.673 6.182 1.082 0.16
O 3.160 4.615 0.507 0.08
H 1.310 2.601 -0.172 0.06
H 1.543 2.882 -1.893 0.08
H 2.911 2.424 -0.857 0.10
H 1.336 4.983 -0.379 0.14
H 2.382 5.636 -2.450 0.14
H 3.745 4.522 -2.216 0.14
C 1.522 -7.802 1.725 -0.02
C 1.392 -7.727 0.224 -0.32
C 2.359 -6.769 -0.442 -0.09
O 1.617 -6.344 -1.596 0.06
C 0.304 -6.454 -1.292 -0.54
O -0.572 -5.979 -1.948 0.03
O 0.122 -7.160 -0.163 0.10
H 0.914 -8.614 2.123 0.09
H 2.558 -7.976 2.015 0.09
H 1.168 -6.880 2.186 0.09
H 1.462 -8.724 -0.217 0.16
H 3.291 -7.240 -0.741 0.14
H 2.578 -5.894 0.173 0.14
C 1.291 2.941 5.364 -0.01
C 0.561 2.527 4.112 -0.33
C 1.430 1.847 3.079 -0.08
O 0.778 2.207 1.848 0.03
C 0.143 3.387 2.064 -0.56
O -0.310 4.075 1.203 0.16
O 0.089 3.676 3.378 0.09
H 0.587 3.275 6.126 0.07
H 1.865 2.108 5.771 0.09
H 1.962 3.775 5.156 0.10
H -0.304 1.912 4.364 0.15
H 1.457 0.767 3.193 0.14
H 2.452 2.231 3.059 0.14
C -5.152 5.278 5.321 -0.02
C -3.696 4.888 5.388 -0.32
C -3.366 3.581 4.701 -0.09
O -2.251 3.109 5.468 0.04
C -2.363 3.628 6.717 -0.56
O -1.722 3.267 7.650 0.16
O -3.294 4.606 6.744 0.09
H -5.296 6.292 5.691 0.09
H -5.517 5.233 4.294 0.09
H -5.754 4.618 5.946 0.09
H -3.066 5.697 5.013 0.16
H -3.084 3.709 3.659 0.14
H -4.173 2.848 4.770 0.14
```

5.
Below is one molecule with the formula C4H7N3 in a non-equilibrium geometry, with properties calculated with the ωB97M-V functional and the def2-TZVPD basis.

Values from the calculation:
ΔE to the lowest compared entry with this formula, charge and spin = 94.5 kcal/mol
F_max = 1.1 eV/Å
LUMO (spin up / spin down) = -1.06 / 0.14 eV
Orbital gap (spin up / spin down) = 7.59 / 8.62 eV
M = 97.12 g mol⁻¹
Highest occupied orbital energy (spin up / spin down) = -0.3179 / -0.3118 hartree

The geometry in XYZ format:
```
14
Properties=species:S:1:pos:R:3:lowdin_charge:R:1
C 2.216 -0.110 0.360 -0.11
N 1.404 0.252 -0.786 -0.03
C 0.033 0.366 -0.688 -0.53
N -0.741 0.969 -1.485 0.23
N -2.821 0.201 -0.544 0.09
C -2.085 -0.379 0.346 -0.28
C -0.708 -0.097 0.470 -0.02
H 1.838 -1.035 0.805 0.08
H 3.235 -0.300 0.011 0.08
H 2.252 0.667 1.139 0.08
H 1.816 0.903 -1.438 0.13
H -3.698 -0.312 -0.681 0.06
H -2.482 -1.136 1.036 0.11
H -0.257 0.012 1.455 0.10
```